Molecular formula: C18H23Cl2N4O8SeY
Method: DFT, ωB97M-V/def2-TZVPD

Geometry as XYZ:
```
57
Properties=species:S:1:pos:R:3:nbo_charge:R:1
Y 1.10 -0.32 -0.45 1.85
Se 0.46 2.30 -1.41 -0.20
Cl 2.47 1.80 -4.79 0.01
Cl 4.01 -0.68 -4.77 0.01
O -2.95 -1.43 -1.14 -0.65
O 2.64 -1.62 0.23 -0.89
O 2.77 0.25 -2.02 -0.76
O -1.04 -0.42 -0.54 -0.89
O 1.00 -0.85 -2.75 -0.73
O 3.85 -3.34 -0.60 -0.61
O 0.32 -0.92 1.96 -0.72
O 2.02 1.18 1.20 -0.72
N -0.98 2.18 1.01 -0.54
N 4.03 1.59 0.26 -0.76
N -2.34 2.07 -0.67 -0.37
N 0.32 -2.70 -0.33 -0.50
C -4.02 1.58 3.05 -0.21
C 3.51 2.59 2.41 -0.70
C -2.23 1.95 1.56 0.10
C -3.10 1.88 0.49 0.18
C -4.90 1.51 1.96 -0.21
C 2.80 -2.76 -0.42 0.78
C -1.05 2.21 -0.34 0.34
C 0.13 -3.17 1.05 -0.24
C 2.44 0.07 -4.41 -0.30
C -2.84 1.83 -2.02 -0.42
C 1.49 -3.36 -0.95 -0.34
C -1.75 -1.43 -0.93 0.80
C -0.94 -2.72 -1.10 -0.34
C 2.06 -0.19 -2.96 0.77
C -2.67 1.81 2.87 -0.22
C -0.48 -2.12 1.95 -0.07
C 3.14 1.72 1.24 0.72
C -4.46 1.65 0.66 -0.22
H -5.95 1.32 2.14 0.22
H -1.47 -1.82 1.62 0.21
H -3.01 0.76 -2.14 0.25
H -2.09 2.17 -2.72 0.24
H 1.45 -3.21 -2.02 0.25
H 3.82 1.06 -0.58 0.45
H 3.29 3.63 2.15 0.25
H -1.98 1.86 3.70 0.22
H -1.59 -3.56 -0.82 0.21
H -0.50 -4.07 1.07 0.20
H 1.18 -1.12 2.34 0.50
H -0.09 2.16 1.48 0.45
H 4.92 2.05 0.33 0.40
H 1.70 -0.39 -5.05 0.24
H 1.53 -4.43 -0.76 0.21
H -0.72 -2.80 -2.16 0.25
H 2.90 2.31 3.27 0.24
H 1.11 -3.45 1.45 0.22
H -5.13 1.58 -0.18 0.23
H -0.57 -2.51 2.97 0.18
H -3.77 2.39 -2.16 0.20
H -4.41 1.45 4.05 0.22
H 4.56 2.51 2.67 0.23
```

Summary:
* frontier orbital gap: 8.3 eV
* LUMO energy: 0.166 eV
* ΔE to the lowest compared entry with this formula, charge and spin: 0.242 eV
* HOMO level: -0.3007 Eh
* total energy: -132823.1744 eV

=====

Molecular formula: C18H23Cl2N6O5OsP
Method: DFT, ωB97M-V/def2-TZVPD

Geometry as XYZ:
```
56
Properties=species:S:1:pos:R:3:nbo_charge:R:1
Os -1.16 1.01 0.23 1.41
Cl -3.33 1.70 -0.54 0.12
Cl -4.70 4.14 0.33 0.15
P 0.27 -2.12 0.97 0.82
O -2.88 3.70 2.62 -0.44
O -0.45 2.17 -1.05 -0.62
O -1.50 2.25 1.66 -0.63
O 1.54 0.50 -1.97 -0.74
O 0.94 3.87 -1.20 -0.51
N -0.30 -2.56 -1.77 -0.29
N 0.69 0.65 1.01 -0.44
N -1.01 -0.64 -1.02 -0.48
N 2.43 -0.45 1.74 -0.29
N -1.90 -0.44 1.54 -0.49
N -1.94 -2.27 2.74 -0.29
C -2.54 3.12 1.66 0.73
C -0.96 -1.94 -2.80 -0.03
C 1.18 -0.57 1.23 0.09
C 1.61 1.87 -2.39 0.14
C -1.40 -0.74 -2.33 -0.04
C 1.03 1.99 -3.79 -0.62
C -3.17 3.37 0.27 -0.32
C -3.04 -1.53 3.09 -0.03
C -1.57 -3.57 3.32 -0.41
C 0.32 -3.88 -1.85 -0.41
C -3.01 -0.40 2.34 -0.04
C -1.26 -1.58 1.81 0.10
C -0.34 -1.75 -0.71 0.11
C 3.04 2.38 -2.32 -0.64
C 2.72 0.88 1.84 -0.04
C 1.63 1.57 1.39 -0.06
C 0.74 2.73 -1.47 0.77
C 3.31 -1.54 2.16 -0.41
H -2.37 -3.88 3.98 0.25
H 3.09 3.43 -2.59 0.26
H 0.02 1.58 -3.83 0.21
H 3.66 1.23 2.23 0.26
H -1.95 0.04 -2.83 0.25
H 2.91 -2.02 3.05 0.23
H -1.06 -2.39 -3.78 0.26
H 1.00 3.04 -4.10 0.24
H -0.65 -3.48 3.89 0.23
H -0.17 -4.56 -1.15 0.23
H 3.44 2.27 -1.31 0.21
H 1.46 2.63 1.32 0.27
H -1.46 -4.31 2.53 0.23
H 3.41 -2.27 1.36 0.23
H -3.74 -1.87 3.83 0.26
H -2.48 3.90 -0.38 0.27
H 3.66 1.81 -3.02 0.23
H 1.65 1.44 -4.49 0.24
H 2.42 0.26 -1.67 0.48
H 0.19 -4.26 -2.86 0.25
H 1.38 -3.81 -1.63 0.23
H -3.70 0.43 2.33 0.25
H 4.28 -1.12 2.39 0.25
```

Summary:
* frontier orbital gap (alpha / beta): 7.2 / 7.2 eV
* LUMO energy (alpha / beta): -8.087 / -8.096 eV
* ΔE to the lowest compared entry with this formula, charge and spin: 0.000 eV
* net charge: +2
* HOMO level (alpha / beta): -0.5601 / -0.5613 Eh
* total energy: -75005.5240 eV

=====

Molecular formula: C18H23Cl3N3O3S5W
Method: DFT, ωB97M-V/def2-TZVPD

Geometry as XYZ:
```
56
Properties=species:S:1:pos:R:3:nbo_charge:R:1
W -0.13 0.32 0.51 1.50
Cl -1.35 4.91 0.37 0.15
Cl 1.30 5.10 -0.81 0.16
Cl 0.90 3.46 1.53 0.07
S -3.02 1.30 -2.10 0.26
S 0.06 -0.61 -2.17 0.46
S -1.60 0.25 2.33 0.09
S -2.18 -1.14 -0.25 0.41
S 0.57 -2.15 0.79 0.47
O -0.91 1.89 -0.08 -0.70
O 0.08 2.69 -1.98 -0.44
O 1.53 0.61 -0.21 -0.64
N -1.16 -0.24 4.89 -0.74
N 0.72 -0.08 3.57 -0.35
N 1.15 0.23 2.28 -0.38
C 5.46 1.59 0.47 -0.18
C -2.15 0.63 -3.53 -0.56
C 4.95 1.65 -0.82 -0.09
C 0.16 -2.41 -1.99 -0.56
C 4.66 1.20 1.53 -0.08
C -2.25 -2.59 0.85 -0.56
C 1.02 -2.83 -0.82 -0.55
C -1.35 -0.64 -3.33 -0.52
C -0.55 -0.03 3.72 0.29
C 2.44 0.51 2.33 0.25
C 3.62 1.31 -1.10 -0.25
C 3.31 0.88 1.28 -0.23
C -3.89 -0.51 -0.21 -0.51
C 2.85 0.95 -0.03 0.36
C -0.18 2.87 -0.86 0.75
C -4.21 0.02 -1.61 -0.56
C 0.16 4.09 0.02 -0.25
C -0.90 -2.96 1.45 -0.55
H -2.98 -2.44 1.64 0.27
H -0.72 -4.03 1.44 0.29
H -4.23 -0.79 -2.33 0.24
H 3.21 1.35 -2.10 0.26
H 6.50 1.84 0.65 0.27
H -2.00 -1.46 -3.01 0.23
H 5.59 1.95 -1.64 0.26
H 2.86 0.44 3.33 0.26
H 2.06 -2.51 -0.95 0.27
H -4.51 -1.37 0.05 0.26
H -1.52 1.46 -3.85 0.27
H -0.85 -2.65 2.50 0.27
H -0.89 -0.93 -4.27 0.28
H -5.21 0.47 -1.59 0.28
H -4.01 0.25 0.56 0.25
H 5.05 1.15 2.54 0.26
H -0.59 -0.37 5.71 0.45
H 0.60 -2.79 -2.92 0.29
H -2.62 -3.39 0.20 0.27
H -0.85 -2.81 -1.91 0.24
H -2.85 0.44 -4.34 0.27
H -2.15 -0.15 5.00 0.43
H 1.04 -3.92 -0.71 0.29
```

Summary:
* frontier orbital gap: 5.6 eV
* LUMO energy: -11.519 eV
* ΔE to the lowest compared entry with this formula, charge and spin: 0.814 eV
* net charge: +3
* HOMO level: -0.6286 Eh
* total energy: -123194.9408 eV

=====

Molecular formula: C18H23ClN4O
Method: DFT, ωB97M-V/def2-TZVPD

Geometry as XYZ:
```
47
Properties=species:S:1:pos:R:3:nbo_charge:R:1
Cl -7.37 0.21 1.87 0.09
O -2.31 -1.16 1.61 -0.57
N -0.31 -2.85 -1.07 -0.55
N 2.91 0.46 0.50 -0.47
N 0.57 -1.07 0.34 -0.43
N -1.75 -1.29 -0.58 -0.50
C -4.01 0.73 -0.88 -0.16
C 5.00 1.23 -0.78 -0.41
C -4.82 -0.12 1.19 -0.14
C 3.72 1.56 -0.02 0.00
C -2.41 -2.01 -1.54 -0.22
C -1.50 -3.16 -1.77 -0.23
C 2.83 -0.78 -0.21 -0.20
C 5.78 2.07 0.31 -0.39
C 4.54 2.28 1.11 -0.42
C 1.79 0.78 1.42 -0.22
C -6.20 1.37 -0.18 -0.19
C 0.36 0.25 1.09 -0.20
C -2.51 -0.72 0.43 0.67
C 1.86 -1.71 0.33 -0.23
C -6.06 0.60 1.01 -0.12
C -5.14 1.50 -1.10 -0.22
C -3.78 -0.03 0.29 -0.16
C -0.49 -1.74 -0.39 0.62
H -0.01 0.20 2.11 0.21
H -7.21 1.77 -0.34 0.22
H 5.05 1.65 -1.72 0.21
H 3.08 2.18 -0.51 0.17
H 5.45 0.17 -0.80 0.21
H 2.71 -0.67 -1.33 0.16
H -1.95 -4.12 -1.38 0.18
H -3.25 0.85 -1.67 0.22
H -0.32 0.85 0.46 0.19
H -3.52 -2.22 -1.36 0.21
H 1.88 -2.61 -0.22 0.26
H 4.28 3.39 1.25 0.20
H 6.52 1.42 0.69 0.21
H -1.40 -3.31 -2.86 0.19
H 2.18 -1.90 1.40 0.18
H -4.93 -0.85 1.93 0.23
H 1.96 0.45 2.39 0.18
H 1.72 1.86 1.49 0.21
H 6.17 3.10 -0.08 0.20
H 4.53 1.79 2.09 0.21
H 3.82 -1.16 -0.10 0.19
H -2.42 -1.42 -2.46 0.18
H -5.05 2.17 -1.96 0.23
```

Summary:
* frontier orbital gap: 7.4 eV
* LUMO energy: -0.242 eV
* ΔE to the lowest compared entry with this formula, charge and spin: 5.735 eV
* HOMO level: -0.2812 Eh
* total energy: -39564.9596 eV
* SMILES string: O=C(c1cccc(Cl)c1)N1CCN=C1N1CCN(C2CCC2)CC1

=====

Molecular formula: C18H23F6N3O2
Method: DFT, ωB97M-V/def2-TZVPD

Geometry as XYZ:
```
52
Properties=species:S:1:pos:R:3:nbo_charge:R:1
F -3.50 2.49 0.06 -0.31
F -3.86 1.09 -1.53 -0.32
F -0.15 2.84 -2.04 -0.31
F -2.23 3.32 -2.02 -0.33
F -3.36 0.39 0.44 -0.32
F -1.53 1.69 -3.23 -0.32
O 0.75 0.28 -2.06 -0.61
O 3.17 -1.15 0.85 -0.53
N -0.80 1.57 0.32 -0.68
N 1.78 1.26 1.41 -0.47
N -1.37 -0.04 -1.32 -0.64
C -2.56 -3.95 -0.26 -0.19
C 1.46 2.54 2.02 -0.21
C -1.58 1.30 -0.84 0.14
C -0.77 2.92 0.88 -0.22
C 0.14 -3.44 -0.55 -0.25
C 3.05 1.28 0.70 -0.25
C 1.77 0.15 2.34 -0.25
C -1.65 -4.54 0.60 -0.22
C -2.12 -3.11 -1.27 -0.27
C -3.09 1.34 -0.46 0.98
C 0.66 3.43 1.06 -0.42
C -0.76 -2.83 -1.41 0.07
C -0.21 -0.45 -1.94 0.71
C 3.24 -0.05 -0.03 -0.09
C -0.28 -1.87 -2.46 -0.54
C -1.36 2.30 -2.05 0.95
C 1.96 -1.15 1.56 -0.07
C -0.30 -4.28 0.45 -0.18
H -2.83 -2.67 -1.95 0.21
H 4.23 -0.09 -0.49 0.19
H 0.16 1.20 0.27 0.44
H 0.85 2.36 2.91 0.20
H 1.11 -1.26 0.86 0.16
H -2.00 -5.20 1.38 0.22
H -2.06 -0.75 -1.12 0.43
H 0.72 -2.14 -2.80 0.24
H 0.41 -4.74 1.12 0.22
H 1.20 -3.24 -0.66 0.22
H 1.99 -2.01 2.23 0.19
H 0.80 0.12 2.85 0.21
H 2.37 3.07 2.34 0.18
H 2.57 0.24 3.10 0.17
H -3.62 -4.16 -0.16 0.22
H 1.15 3.46 0.09 0.21
H -1.32 3.62 0.25 0.20
H 2.48 -0.14 -0.81 0.20
H 3.04 2.09 -0.03 0.21
H 3.89 1.44 1.40 0.17
H -0.95 -1.87 -3.32 0.24
H 0.61 4.44 1.46 0.21
H -1.28 2.88 1.85 0.19
```

Summary:
* frontier orbital gap: 9.6 eV
* LUMO energy: 0.753 eV
* ΔE to the lowest compared entry with this formula, charge and spin: 0.000 eV
* HOMO level: -0.3257 Eh
* total energy: -43910.6217 eV
* SMILES string: O=C(Cc1ccccc1)NC(NCCCN1CCOCC1)(C(F)(F)F)C(F)(F)F

=====

Molecular formula: C18H23N2O9
Method: DFT, ωB97M-V/def2-TZVPD

Geometry as XYZ:
```
52
Properties=species:S:1:pos:R:3:nbo_charge:R:1
O 1.46 4.15 -5.17 -0.54
O -0.98 -6.76 0.59 -0.51
O 3.20 5.74 1.98 -0.47
O 1.72 3.67 -2.98 -0.50
O 2.18 4.21 0.69 -0.52
O 0.05 2.73 -4.14 -0.48
O 1.62 4.40 2.87 -0.58
O -0.85 -7.58 2.69 -0.55
O 0.77 -8.04 1.19 -0.47
N -0.93 -1.08 0.53 -0.37
N -3.70 0.83 0.04 -0.84
C -2.97 -0.61 2.05 -0.48
C 2.27 4.75 1.94 0.97
C 0.47 1.39 1.22 -0.08
C 0.85 -7.87 -0.22 -0.10
C 1.13 0.35 0.26 -0.25
C 1.11 3.57 -4.20 0.96
C -1.98 -3.49 0.27 -0.13
C 0.09 2.07 -2.89 -0.10
C -0.03 -6.68 -0.47 -0.10
C 0.88 3.02 -2.04 -0.10
C 0.33 -0.88 -0.06 0.08
C -4.11 -0.29 0.97 -0.23
C -0.90 1.11 1.83 -0.24
C -1.63 -2.32 0.21 0.08
C -0.40 -7.47 1.60 0.96
C -1.56 -0.20 1.44 0.36
C 2.93 5.04 -0.19 -0.11
C 3.91 5.70 0.74 -0.10
H -4.29 -1.26 0.40 0.21
H 0.59 1.10 -3.01 0.18
H -2.27 -4.57 0.44 0.31
H -5.11 -0.04 1.47 0.21
H -4.59 1.11 -0.40 0.38
H 0.48 -8.78 -0.71 0.20
H 1.00 2.34 1.52 0.29
H -0.52 -6.72 -1.44 0.21
H 0.25 3.77 -1.55 0.19
H 0.51 -5.73 -0.39 0.17
H 2.26 5.75 -0.67 0.20
H 1.47 2.51 -1.28 0.19
H -1.41 1.84 2.54 0.28
H 2.15 0.47 -0.20 0.27
H 3.42 4.44 -0.95 0.22
H 0.74 -1.68 -0.76 0.27
H -3.17 0.03 2.98 0.25
H 4.83 5.11 0.87 0.19
H 1.88 -7.70 -0.53 0.21
H 4.18 6.70 0.41 0.22
H -3.00 -1.69 2.39 0.27
H -3.44 1.65 0.62 0.35
H -0.92 1.90 -2.50 0.21
```

Summary:
* frontier orbital gap: 8.3 eV
* LUMO energy: -4.820 eV
* net charge: +1
* HOMO level: -0.4829 Eh
* total energy: -40435.2152 eV

=====

Computed strongest force on any atom, in the same sequence as the records: 1.62; 0.53; 1.27; 6.44; 0.82; 4.47 eV Å⁻¹.